# 1
C4H8N5O2 | wB97M-V/def2-TZVPD

Results
- Charge: +1
- SMILES: [NH3+][C@@H](CO)C(=O)n1cnnn1
- Energy above the lowest of the compared OMol25 structures with the same formula, charge and spin: 448.2 kJ/mol

Each line ends with the natural charge from an NBO analysis.
Positions of all 19 atoms, in Å:
C: -0.8595 -0.0102 0.3645  -0.17
N: -2.0342 0.8221 0.5922  -0.69
H: -2.8497 -1.9412 -1.2220  0.50
N: 1.9603 -0.7967 0.8040  -0.04
C: 3.0583 0.6293 -0.3792  0.21
N: 3.8828 -0.2309 0.1113  -0.25
N: 1.7496 0.3113 0.0103  -0.36
O: 0.6453 2.2474 -0.0610  -0.47
C: -1.1710 -1.0176 -0.6951  -0.13
H: 3.3239 1.5483 -1.0134  0.26
H: -2.3541 1.4999 -0.0356  0.45
H: -0.8956 -0.7438 -1.7392  0.20
H: -0.5010 -1.8987 -0.6312  0.22
H: -0.5071 -0.5859 1.3042  0.28
O: -2.5262 -1.4596 -0.5212  -0.74
H: -1.7755 1.2999 1.4647  0.45
H: -2.9325 0.2646 0.6760  0.48
C: 0.6420 1.0741 0.0717  0.75
N: 3.1442 -1.0125 0.8991  0.02


# 2
C5H6O | wB97M-V/def2-TZVPD

Results
- Charge: 0
- SMILES: C#CC(=O)CC
- Energy above the lowest of the compared OMol25 structures with the same formula, charge and spin: 356.6 kJ/mol

Each line ends with the natural charge from an NBO analysis.
Positions of all 12 atoms, in Å:
H: -1.3148 -0.0446 -1.3626  0.28
H: 2.6848 -0.6037 1.7024  0.23
C: 2.2801 -0.2527 0.7906  -0.11
H: -1.7826 -1.2266 -0.0669  0.21
C: -1.6528 -0.1476 -0.1912  -0.68
C: -0.3462 0.3816 0.3324  -0.48
H: 0.2426 -0.0452 1.1760  0.21
H: -2.5340 0.3654 0.2443  0.22
O: 0.2480 -0.0732 -1.9840  -0.51
C: 1.9692 0.0424 -0.3467  -0.13
H: -0.4180 1.4543 0.5607  0.23
C: 0.6236 0.1501 -0.8552  0.52


# 3
C24H47INO11 | wB97M-V/def2-TZVPD

Results
- Charge: -1

Each line ends with the Mulliken charge.
Positions of all 84 atoms, in Å:
H: 0.1882 5.4372 1.0553  0.30
C: -5.6532 -1.1432 -0.7143  -0.90
C: -6.0833 -0.3586 0.4930  0.71
C: -0.2161 0.2385 -0.6566  -0.87
C: -0.0954 2.3038 0.7163  -0.18
O: -6.9008 -0.9410 1.3928  -0.39
O: 6.4190 -4.1435 -0.6871  -0.59
H: -5.7953 4.6489 -1.1911  0.33
H: 7.9070 -1.4765 -1.7801  0.39
O: 4.1742 -6.9975 3.0209  -0.63
C: -5.4999 6.1833 0.3355  0.72
H: 10.3371 -2.6282 0.9343  0.30
O: 3.9279 -4.8905 2.3797  -0.38
C: 1.2687 -0.2315 -0.2391  0.60
H: 5.2939 -3.8116 1.2173  0.14
C: -0.6276 4.9375 0.4063  -0.83
H: 0.3979 2.2489 -2.6828  0.27
C: 7.0987 -1.9435 -1.2224  -1.07
H: -7.8886 4.3947 1.6891  0.33
H: 1.6460 3.4783 -0.2080  0.19
H: -5.5376 -0.4505 -1.5513  0.24
O: -1.2786 2.2471 -1.3640  -0.20
H: -0.7233 1.2589 -4.4142  0.27
H: 5.7369 -7.2598 1.0141  0.31
H: 4.1976 -6.9082 0.1908  0.21
H: 10.5745 -3.7916 -1.2450  0.31
H: -2.2028 3.2738 0.8009  0.00
O: -5.6482 0.7526 0.6998  -0.46
H: 9.6265 -2.5703 -2.0645  0.36
C: -6.1685 3.1751 1.3243  -0.31
C: -7.0337 4.3778 1.0081  -0.63
C: -7.6095 -2.1682 1.1674  -0.42
H: 6.2133 -1.8845 -1.8599  0.35
H: 1.4352 3.6338 1.6960  0.35
H: -2.4015 1.4908 -3.5891  0.21
C: 10.1740 -2.0942 -0.0055  -0.97
C: -6.7375 -3.3660 1.4858  -0.98
H: 4.1400 -2.8802 2.1448  0.28
O: -6.3182 5.6054 1.2334  -0.34
H: -1.4968 5.6980 0.3682  0.28
C: -1.1125 3.5143 1.0337  -0.31
C: 7.3435 -3.3874 -0.8848  0.70
H: -7.3010 -4.2946 1.3675  0.36
O: -5.0611 7.2940 0.5407  -0.60
C: 3.2956 -3.6882 0.3561  -0.89
H: -6.7345 2.2557 1.2072  0.22
H: 5.4679 -5.6690 0.3478  0.05
H: -1.0592 3.6728 2.1811  0.38
H: 3.3602 -4.5729 -0.2821  0.29
H: -0.6097 3.8123 -2.6930  0.30
H: -6.3683 -3.3060 2.5128  0.30
H: -8.0210 -2.2039 0.1558  0.36
H: -0.1403 1.5518 1.5736  0.25
C: 4.9693 -6.5001 0.8446  -0.45
N: -0.2307 1.7193 -0.6518  0.69
H: -1.6102 2.8651 -4.6717  0.32
O: 1.4593 -1.1232 0.6563  -0.68
C: -0.6785 2.6705 -2.6479  -0.21
C: -5.0719 5.3947 -0.8709  -0.66
H: 3.5128 -2.8070 -0.2509  0.21
C: -1.4449 2.0153 -3.9188  -0.98
H: -5.8606 -3.4090 0.8372  0.27
H: 11.0921 -1.5668 -0.2750  0.35
C: 9.7735 -3.0625 -1.1002  -0.42
H: -0.2141 4.7965 -0.6561  0.09
H: 2.2633 -3.6267 0.7081  0.39
H: -4.9534 6.0859 -1.7090  0.32
C: 4.3537 -6.1475 2.1725  0.69
C: 4.2488 -3.7759 1.5282  -0.13
O: 2.3238 0.3577 -0.9414  -0.76
H: 6.9161 -1.3867 -0.3025  0.26
H: -5.7980 3.2327 2.3515  0.24
H: 2.2070 2.1423 0.9254  0.36
H: -8.4646 -2.1558 1.8479  0.31
O: 8.6111 -3.8146 -0.7228  -0.36
H: -4.1149 4.9138 -0.6635  0.00
C: 1.4041 2.9553 0.7758  -1.29
H: -6.3743 -1.8912 -1.0364  0.38
H: 9.3935 -1.3549 0.1830  0.28
H: -5.2934 3.1274 0.6756  0.07
I: -1.8280 -0.7121 0.4672  -0.02
H: -0.3504 -0.0909 -1.7578  0.52
H: -4.6941 -1.6204 -0.5081  0.14
H: -7.4462 4.3446 -0.0037  0.36


# 4
C9H18FN2 | wB97M-V/def2-TZVPD

Results
- Charge: +1
- Energy above the lowest of the compared OMol25 structures with the same formula, charge and spin: 345.0 kJ/mol

Each line ends with the natural charge from an NBO analysis.
Positions of all 30 atoms, in Å:
C: 2.3944 0.0579 -2.3074  -0.66
H: 1.5109 0.7472 -2.1649  0.21
N: -0.4225 2.8551 3.1830  -0.71
N: -0.8110 -0.6413 0.3089  -0.48
H: -1.8259 3.5908 1.8359  0.19
H: 3.6151 -2.3912 -2.4665  0.23
C: 3.0124 -2.3397 -1.5564  -0.64
H: -0.4871 2.6210 4.1738  0.40
C: -2.3804 0.4646 1.8081  -0.72
H: -0.6397 -0.3341 -3.0005  0.26
C: -1.6735 3.1742 2.7789  -0.12
H: -2.3436 -0.1903 -0.9072  0.20
H: -1.2970 -1.8845 -2.3810  0.26
C: 1.9609 -1.2543 -1.8635  0.08
H: -3.2080 0.2952 1.1704  0.26
H: -2.4081 1.6168 1.8270  0.24
C: -1.3513 -0.5845 -0.9367  0.11
H: 3.6541 -2.2146 -0.5979  0.24
H: 3.1784 0.3098 -1.6096  0.23
H: 0.1076 -1.1170 0.2430  0.46
C: 0.6910 -1.6305 -1.9357  -0.27
F: -0.2333 -0.0490 2.5329  -0.32
C: -0.7174 -1.0465 -2.1501  -0.52
H: 0.2643 2.3966 2.6179  0.41
H: 2.3164 -3.2711 -1.4379  0.22
H: 0.5398 -2.6975 -1.5903  0.19
H: -2.4439 3.4089 3.4411  0.20
H: 2.7051 -0.0594 -3.3937  0.25
C: -1.0746 0.0521 1.4304  0.54
H: -2.6332 0.1153 2.9481  0.28


# 5
C35H33Cl3HfN6OS | wB97M-V/def2-TZVPD

Results
- Charge: +4

Each line ends with the Mulliken charge.
Positions of all 80 atoms, in Å:
C: -4.4049 4.7290 3.1446  -0.51
C: -4.8127 3.7582 1.0068  -0.99
C: 5.5743 0.8420 1.4891  -0.35
C: -1.7864 -1.9299 -2.6405  -0.79
C: 2.5671 -5.1855 -1.4057  -0.77
C: 1.8799 -0.8282 -4.5852  -0.85
N: 3.2619 -0.0520 0.3027  0.31
H: -0.4899 -3.2822 -1.5923  0.49
H: -5.4126 -0.2463 6.8877  0.43
N: -0.3894 1.6222 1.1308  0.43
C: -3.8949 -0.2975 2.3441  -0.63
O: -2.5431 0.2032 2.4745  -0.29
C: 4.6518 0.0770 2.2251  -0.80
H: -0.6289 3.5440 0.2927  0.62
C: 0.1682 1.8587 -0.9794  -0.65
C: -1.8185 -0.9817 -3.6722  -0.52
H: 2.3448 -6.1746 -0.9745  0.47
C: -0.6529 -0.6742 -4.3633  -0.77
C: 3.4570 -0.2541 1.6328  -0.08
H: -5.1979 3.9054 0.0125  0.43
H: -3.3419 -0.0648 5.2297  0.49
H: 5.0274 -1.3648 -1.9155  0.43
C: -4.7191 -0.5500 3.5915  0.35
C: 5.3050 1.1844 0.1804  -0.83
Cl: -2.3934 4.1961 4.7126  -0.16
H: 2.6994 -0.8662 2.1232  0.44
H: -0.1460 -0.4789 1.1973  0.61
H: 3.5433 1.8092 -2.1744  0.52
H: -0.6337 2.9143 2.6885  0.56
N: 0.3775 0.4844 -0.6539  0.23
C: 2.5976 -4.0482 -0.6158  -0.15
N: 3.0424 -2.8842 -1.1357  -0.21
Cl: -6.7677 5.3460 1.7973  -0.13
C: 2.9940 -5.1289 -2.7440  -0.33
N: 3.2071 -0.3672 -2.5257  0.26
H: 6.5143 1.1906 1.9575  0.46
H: 4.9629 0.8702 -2.3999  0.66
C: -0.3464 2.5337 0.0776  -0.68
H: 2.2843 -4.0542 0.4020  0.56
C: 4.2465 -1.5295 -2.6789  -0.56
C: 4.2198 0.6054 -0.4631  0.65
C: 0.5827 -1.0774 -3.8222  0.88
C: -5.4087 -0.3800 5.8188  -0.43
Cl: -6.8630 -1.7881 2.2709  -0.19
C: -3.8965 2.7281 1.3133  -0.24
H: 2.3358 1.1363 -3.8467  0.54
H: -4.5006 0.3945 1.7057  0.41
H: -3.7155 -1.2220 1.7642  0.40
C: -0.5245 -2.3982 -2.2408  -0.13
Hf: 1.7479 -1.0772 -1.0216  0.37
H: 4.7093 -1.4522 -3.6600  0.41
H: -0.1203 1.3738 3.1651  0.43
H: -2.2402 1.4768 4.0183  0.63
C: -2.2592 1.5761 2.9355  -0.07
S: -6.9018 -0.7717 5.0845  -0.06
H: -4.6083 5.4651 3.9234  0.46
C: 2.7988 0.1360 -3.9138  -0.96
H: 3.7088 0.2561 -4.4373  0.55
C: -5.2244 4.6123 2.0238  -0.05
N: 0.6177 -1.8570 -2.6973  0.38
H: 3.7682 -3.8858 -4.3282  0.50
H: -2.7360 -0.4597 -3.9095  0.52
H: 1.5438 -0.5004 -5.6106  0.67
H: -0.6387 -0.0744 -5.3047  0.44
C: 0.0406 0.4283 0.6428  -0.66
C: 3.5195 -3.9364 -3.2626  -0.58
H: 5.9440 1.9630 -0.2892  0.50
C: 3.9863 0.8000 -1.9185  -0.88
C: 3.6106 -2.8487 -2.4172  0.56
H: -2.6315 -2.2876 -2.0522  0.53
C: -3.4129 3.8088 3.3721  0.47
C: -0.7930 1.8784 2.4885  -1.65
H: 2.8439 -5.9966 -3.4137  0.47
C: -3.2644 2.6681 2.5764  0.30
C: -4.3221 -0.3344 4.9729  -0.85
C: -6.0461 -0.9907 3.5626  0.30
H: 0.3297 2.2373 -1.9642  0.71
H: 4.7749 -0.2054 3.2950  0.44
H: 2.3225 -1.8380 -4.7314  0.01
H: -3.6240 2.0126 0.5270  0.51


# 6
C7H11N2 | wB97M-V/def2-TZVPD

Results
- Charge: +1
- Energy above the lowest of the compared OMol25 structures with the same formula, charge and spin: 695.9 kJ/mol

Each line ends with the natural charge from an NBO analysis.
Positions of all 20 atoms, in Å:
C: -1.5254 0.6159 0.1295  0.28
C: 0.7192 -0.4967 0.6141  -0.42
H: 3.0442 -1.8414 0.0376  0.21
H: -1.6109 2.6339 -0.4210  0.27
C: -0.7245 -0.4528 0.1791  0.05
N: -0.9293 -1.3875 -1.1105  0.18
C: 2.9401 -0.8389 -0.0199  -0.59
H: 3.8285 -0.3792 -0.5994  0.23
C: -2.8903 0.9835 -0.1154  -0.48
H: 0.7578 -1.2339 1.3675  0.24
H: 0.8606 0.3824 1.0819  0.23
C: 1.5738 -0.6251 -0.6327  -0.42
H: -3.4780 1.0990 -1.0937  0.30
H: -1.8654 2.3574 1.3690  0.28
C: -1.8562 1.9936 0.3054  -0.41
H: -3.7029 0.6129 0.5264  0.29
N: -1.1559 -1.8718 -0.0576  0.11
H: 1.7358 0.2437 -1.3778  0.24
H: 2.9897 -0.3424 0.9838  0.20
H: 1.2890 -1.4528 -1.1664  0.20


no.,DFT total energy (eV)
1,-15812.5958
2,-7325.5883
3,-57761.2151
4,-15310.4354
5,-97487.8420
6,-10404.5064